# 1
Density functional theory data (wB97M-V/def2-TZVPD) for a single C9H13F3O2S molecule.

Cartesian coordinates (Å):
C: 0.3524 -1.0420 -0.9741
C: 1.0085 -0.0926 1.3197
C: 0.2570 -1.3615 0.5186
C: 0.3335 0.5387 -0.9601
C: 1.3147 0.9088 0.1940
C: -1.0197 1.0204 -0.7251
C: -1.1232 -1.3220 0.8624
C: 2.7724 0.9140 -0.1792
C: -1.3490 2.3208 -0.0413
O: -3.5624 -2.0690 0.3984
O: -1.9715 -2.5116 -1.3352
F: -2.6934 2.5232 -0.1387
F: -1.0284 2.3832 1.2172
F: -0.7854 3.4435 -0.6527
S: -2.2102 -2.4119 0.0624
H: 1.2755 -1.3627 -1.2947
H: -0.4823 -1.3992 -1.6510
H: 0.2676 0.4273 2.0797
H: 1.8449 -0.4148 1.8692
H: 0.7126 -2.3043 0.5697
H: 0.6771 0.8799 -1.9787
H: 1.2201 2.0685 0.4606
H: -1.7898 0.6470 -1.3337
H: -1.5763 -0.7070 1.6868
H: 3.2745 -0.1219 -0.2180
H: 3.2429 1.4434 0.6856
H: 3.0068 1.2870 -1.2102
H: -1.9690 -3.6854 0.7688

- net charge = 0
- LUMO level (alpha / beta) (eV) = -1.389 / -0.767
- energy (hartree) = -1198.81776

# 2
Density functional theory data (wB97M-V/def2-TZVPD) for a molecular structure, ArH16O8.

Cartesian coordinates (Å):
Ar: 0.1043 -0.1509 0.4114
O: 2.5091 -3.3745 0.4210
H: 2.1198 -3.1629 1.2696
H: 1.7752 -3.6861 -0.1087
O: -2.4777 -1.8423 -0.6954
H: -3.1472 -1.4993 -1.2874
H: -2.5527 -2.7933 -0.7736
O: 0.1628 2.8991 1.3227
H: 0.3558 2.3387 2.0744
H: 0.6626 2.5149 0.6024
O: -2.7297 -0.8482 1.7793
H: -2.3548 -1.2040 0.9737
H: -1.9831 -0.4725 2.2459
O: 0.9534 1.1514 3.5937
H: 0.8446 0.3095 4.0359
H: 1.8996 1.2428 3.4812
O: -0.7939 -1.3445 -2.8916
H: -1.4132 -1.4968 -2.1778
H: -0.4602 -0.4611 -2.7355
O: 1.7166 2.2368 -0.8935
H: 1.9366 3.1562 -1.0435
H: 2.5630 1.7926 -0.8435
O: 0.1067 1.2138 -3.0916
H: -0.1071 2.0577 -3.4895
H: 0.3094 1.4229 -2.1798

- energy relative to the best compared isomer or geometry (same formula, charge and spin) (kJ/mol) = 64.74
- net charge = 0
- LUMO level (eV) = 0.024
- energy (hartree) = -1139.00697

# 3
Density functional theory data (wB97M-V/def2-TZVPD) for 2 unconnected molecules or ions with the total composition C12H12OSi.

Cartesian coordinates (Å):
C: -1.9544 -2.5253 0.0159
C: 2.6998 0.1207 -1.2424
C: -3.0219 -1.8295 0.4269
C: -0.9241 -1.8216 -0.6697
C: 2.4884 1.4866 -1.1261
C: 2.6586 -0.6953 -0.1158
C: -3.0842 -0.4130 0.2076
C: -0.9986 -0.4975 -0.9021
C: 2.3880 2.0747 0.1892
C: 2.4012 -0.1679 1.0785
C: -2.0835 0.2454 -0.3941
C: 2.3129 1.2445 1.2928
O: -2.8530 2.5837 0.7836
Si: -2.1607 2.1856 -0.6640
H: -2.0260 -3.5275 0.2448
H: 2.9707 -0.4205 -2.1205
H: -3.7537 -2.4791 0.7691
H: 0.0021 -2.1917 -1.1578
H: 2.5589 2.2015 -2.0354
H: 2.7746 -1.8091 -0.1008
H: -3.9114 0.2246 0.5506
H: -0.3530 0.1150 -1.3905
H: 2.3188 3.1943 0.4303
H: 2.3087 -0.8462 2.0249
H: -2.8643 2.0657 1.5711
H: 2.1062 1.4817 2.3342

- energy relative to the best compared isomer or geometry (same formula, charge and spin) (kJ/mol) = 0.00
- net charge = 0
- LUMO level (eV) = -0.001
- energy (hartree) = -829.13757

# 4
Density functional theory data (wB97M-V/def2-TZVPD) for a molecular structure, C79H65BaFN6OPSSi.

Cartesian coordinates (Å):
Ba: 0.2269 0.7780 0.1063
C: 2.8076 -3.4827 2.8966
N: 1.7013 -2.5320 2.7836
C: 1.3550 -1.8247 1.6574
N: 0.4800 -0.8824 1.9782
C: 0.2373 -0.9988 3.3404
C: 1.0074 -1.9957 3.8611
C: 1.1595 -2.4972 5.2421
C: 1.0076 -3.8546 5.5348
C: 1.1383 -4.3204 6.8387
C: 1.4185 -3.4327 7.8701
C: 1.5686 -2.0793 7.5882
C: 1.4447 -1.6161 6.2864
C: -0.7152 -0.1367 4.0668
C: -0.8253 1.2156 3.7517
C: -1.6975 2.0359 4.4506
C: -2.4704 1.5170 5.4810
C: -2.3708 0.1669 5.7988
C: -1.5087 -0.6561 5.0905
P: 2.0347 -2.4504 0.0499
C: 3.1990 -0.7912 -0.0772
N: 2.9181 0.5117 -0.1438
C: 4.1130 1.2018 -0.1607
C: 5.1580 0.3193 -0.0740
N: 4.5704 -0.9398 -0.0134
C: 5.3229 -2.1942 -0.0488
C: 6.6176 0.5229 -0.1815
C: 7.5117 -0.0505 0.7244
C: 8.8834 0.1436 0.6006
C: 9.3878 0.9240 -0.4301
C: 8.5071 1.5089 -1.3349
C: 7.1406 1.3061 -1.2153
C: 4.1988 2.6685 -0.3249
C: 5.0835 3.4333 0.4287
C: 5.1803 4.8047 0.2263
C: 4.3845 5.4284 -0.7263
C: 3.4809 4.6758 -1.4653
C: 3.3919 3.3075 -1.2636
C: 1.2464 -1.9654 -1.5530
N: 0.5342 -0.9095 -1.9147
C: 0.1779 -1.0870 -3.2446
C: 0.6798 -2.2821 -3.6897
N: 1.3774 -2.8192 -2.6180
C: 2.2160 -4.0083 -2.7047
C: 0.4604 -3.0575 -4.9366
C: 1.4999 -3.3700 -5.8120
C: 1.2600 -4.1209 -6.9577
C: -0.0248 -4.5632 -7.2448
C: -1.0701 -4.2499 -6.3829
C: -0.8273 -3.5062 -5.2354
C: -0.5343 -0.0600 -4.0459
C: -1.3139 0.9311 -3.4477
C: -1.9923 1.8624 -4.2241
C: -1.9087 1.8317 -5.6061
C: -1.1142 0.8681 -6.2137
C: -0.4280 -0.0570 -5.4424
H: 3.5946 -3.2053 2.2028
H: 3.1939 -3.4533 3.9085
H: 2.4973 -4.5011 2.6661
H: 0.7604 -4.5494 4.7367
H: 1.0094 -5.3773 7.0474
H: 1.5175 -3.7928 8.8883
H: 1.7865 -1.3805 8.3877
H: 1.5602 -0.5595 6.0655
H: -0.2088 1.6598 2.9731
H: -1.7610 3.0835 4.1789
H: -3.1546 2.1565 6.0276
H: -2.9861 -0.2535 6.5866
H: -1.4663 -1.7153 5.3231
H: 6.1674 -2.0987 -0.7290
H: 5.7105 -2.4661 0.9345
H: 4.6724 -2.9874 -0.3866
H: 7.1303 -0.6286 1.5594
H: 9.5567 -0.3084 1.3203
H: 10.4562 1.0797 -0.5267
H: 8.8881 2.1253 -2.1412
H: 6.4583 1.7639 -1.9234
H: 5.6807 2.9564 1.1969
H: 5.8670 5.3894 0.8282
H: 4.4408 6.5021 -0.8683
H: 2.8240 5.1607 -2.1793
H: 2.6834 2.7186 -1.8363
H: 1.6566 -4.8320 -3.1406
H: 3.0917 -3.8131 -3.3219
H: 2.5496 -4.2833 -1.7134
H: 2.4978 -2.9986 -5.6060
H: 2.0761 -4.3519 -7.6337
H: -0.2116 -5.1490 -8.1384
H: -2.0762 -4.5893 -6.6034
H: -1.6375 -3.2511 -4.5588
H: -1.4318 0.9838 -2.3659
H: -2.6057 2.6111 -3.7399
H: -2.4489 2.5552 -6.2042
H: -1.0168 0.8424 -7.2928
H: 0.2084 -0.7763 -5.9380
S: 1.2836 3.2260 1.7336
C: 0.6909 4.7338 1.0533
C: 1.3617 5.9500 1.2792
C: 0.9184 7.1421 0.7173
C: -0.2172 7.1738 -0.0900
C: -0.9078 5.9879 -0.3117
C: -0.4656 4.7933 0.2499
H: 2.2518 5.9320 1.8981
H: 1.4680 8.0590 0.9088
H: -0.5624 8.1056 -0.5274
H: -1.8125 5.9901 -0.9153
H: -1.0385 3.8870 0.0893
F: -4.9182 -3.0662 1.0836
C: -3.5963 -3.2385 0.8771
C: -2.7730 -3.4786 1.9550
C: -1.4176 -3.6874 1.7262
C: -0.8694 -3.6639 0.4395
C: 0.5788 -3.9397 0.2010
C: -1.7417 -3.3723 -0.6156
C: -3.1036 -3.1657 -0.4065
H: -3.1919 -3.5049 2.9539
H: -0.7668 -3.8871 2.5744
H: 0.6806 -4.5122 -0.7236
H: 0.9716 -4.5749 1.0013
H: -1.3468 -3.3237 -1.6320
H: -3.7811 -2.9467 -1.2239
O: -2.0745 0.9257 -0.1455
Si: -3.6690 1.0011 -0.2118
C: -4.6085 0.1377 1.1747
C: -3.9535 -0.4300 2.2714
C: -4.6714 -1.0432 3.2954
C: -6.0579 -1.0897 3.2465
C: -6.7299 -0.5316 2.1630
C: -6.0090 0.0685 1.1416
C: -4.2673 2.8011 -0.1437
C: -4.0718 3.6623 -1.2308
C: -4.4368 5.0014 -1.1800
C: -5.0119 5.5186 -0.0246
C: -5.2154 4.6892 1.0701
C: -4.8490 3.3469 1.0082
C: -4.3933 0.2836 -1.8108
C: -3.7552 -0.7748 -2.4712
C: -4.2670 -1.3149 -3.6456
C: -5.4427 -0.8074 -4.1888
C: -6.1009 0.2378 -3.5490
C: -5.5777 0.7751 -2.3760
H: -2.8670 -0.4048 2.3162
H: -4.1478 -1.4842 4.1317
H: -6.6140 -1.5676 4.0433
H: -7.8127 -0.5729 2.1134
H: -6.5489 0.4916 0.2956
H: -3.6218 3.2740 -2.1405
H: -4.2687 5.6424 -2.0357
H: -5.2942 6.5633 0.0219
H: -5.6533 5.0891 1.9757
H: -5.0077 2.7153 1.8785
H: -2.8304 -1.1750 -2.0520
H: -3.7410 -2.1176 -4.1549
H: -5.8396 -1.2211 -5.1099
H: -7.0157 0.6397 -3.9698
H: -6.0876 1.6132 -1.9051

- energy relative to the best compared isomer or geometry (same formula, charge and spin) (kJ/mol) = 0.00
- net charge = -1
- LUMO level (eV) = 1.899
- energy (hartree) = -4607.90244

# 5
Density functional theory data (wB97M-V/def2-TZVPD) for 3 unconnected molecules or ions with the total composition C2H9NO4.

Cartesian coordinates (Å):
N: -0.4906 -1.9863 0.8043
C: -0.3863 -0.6761 1.4370
C: 0.3357 0.3781 0.6226
O: 0.5292 0.2753 -0.5728
O: 0.7475 1.3739 1.3816
H: -1.4159 -2.1340 0.4451
H: 0.1729 -2.0643 0.0489
H: 0.0621 -0.7937 2.4248
H: -1.3865 -0.2663 1.6119
H: 1.0956 2.2087 1.0092
O: -1.2512 -1.6751 -1.7024
H: -0.9326 -0.7887 -1.9303
H: -2.0727 -1.6980 -2.2168
O: 1.4745 2.7009 -0.8178
H: 1.2894 1.9486 -1.3972
H: 2.2287 3.1968 -1.1482

- structure (SMILES) = NCC(=O)O.O.O
- energy relative to the best compared isomer or geometry (same formula, charge and spin) (kJ/mol) = 48.05
- net charge = 0
- LUMO level (eV) = 0.528
- energy (hartree) = -437.32911

# 6
Density functional theory data (wB97M-V/def2-TZVPD) for a molecular structure, C19H11MnN4O6.

Cartesian coordinates (Å):
Mn: -0.0172 -0.0864 -0.3031
O: -3.2671 -0.9176 1.8924
C: -2.3947 -0.4590 1.2115
N: -1.1134 -0.9553 0.9954
C: -0.6118 -2.0951 1.6199
O: -1.1778 -2.8437 2.3641
C: 0.8371 -2.2981 1.2368
C: 1.5412 -3.4090 1.6364
C: 2.8628 -3.5326 1.2346
C: 3.4295 -2.5343 0.4557
C: 2.6590 -1.4475 0.0936
N: 1.3851 -1.3311 0.4833
C: -2.5792 0.8370 0.4518
C: -3.7846 1.4974 0.4324
C: -3.8822 2.6730 -0.2969
C: -2.7666 3.1432 -0.9741
C: -1.5898 2.4244 -0.9092
N: -1.4977 1.2936 -0.2011
H: 1.0346 -4.1466 2.2442
H: 3.4438 -4.3996 1.5202
H: 4.4549 -2.5923 0.1189
H: 3.0609 -0.6513 -0.5180
H: -4.6111 1.0693 0.9832
H: -4.8184 3.2139 -0.3424
H: -2.8000 4.0526 -1.5573
H: -0.7008 2.7512 -1.4307
O: 4.5506 3.7993 -3.7056
C: 3.8958 2.8910 -4.2417
O: 3.9372 2.3426 -5.3492
C: 2.9252 2.1747 -3.2392
C: 2.8417 2.6240 -1.9210
C: 1.9941 1.9951 -1.0472
N: 1.2330 0.9521 -1.4390
C: 1.3018 0.5037 -2.7107
C: 2.1387 1.0921 -3.6296
C: 0.4003 -0.6887 -3.0120
O: 0.4178 -1.2085 -4.0950
O: -0.3557 -1.0302 -1.9902
H: 3.4559 3.4639 -1.6225
H: 1.9016 2.3042 -0.0113
H: 2.1869 0.7166 -4.6428

- energy relative to the best compared isomer or geometry (same formula, charge and spin) (kJ/mol) = 4.15
- net charge = 0
- expectation value of S² = 6.0451
- LUMO level (alpha / beta) (eV) = -2.037 / -1.847
- energy (hartree) = -2552.20751
- spin multiplicity = 5

Which value of net charge does entry 1 give? 0

Please write out number 3 again, unchanged.
Density functional theory data (wB97M-V/def2-TZVPD) for 2 unconnected molecules or ions with the total composition C12H12OSi.

Cartesian coordinates (Å):
C: -1.9544 -2.5253 0.0159
C: 2.6998 0.1207 -1.2424
C: -3.0219 -1.8295 0.4269
C: -0.9241 -1.8216 -0.6697
C: 2.4884 1.4866 -1.1261
C: 2.6586 -0.6953 -0.1158
C: -3.0842 -0.4130 0.2076
C: -0.9986 -0.4975 -0.9021
C: 2.3880 2.0747 0.1892
C: 2.4012 -0.1679 1.0785
C: -2.0835 0.2454 -0.3941
C: 2.3129 1.2445 1.2928
O: -2.8530 2.5837 0.7836
Si: -2.1607 2.1856 -0.6640
H: -2.0260 -3.5275 0.2448
H: 2.9707 -0.4205 -2.1205
H: -3.7537 -2.4791 0.7691
H: 0.0021 -2.1917 -1.1578
H: 2.5589 2.2015 -2.0354
H: 2.7746 -1.8091 -0.1008
H: -3.9114 0.2246 0.5506
H: -0.3530 0.1150 -1.3905
H: 2.3188 3.1943 0.4303
H: 2.3087 -0.8462 2.0249
H: -2.8643 2.0657 1.5711
H: 2.1062 1.4817 2.3342

- energy relative to the best compared isomer or geometry (same formula, charge and spin) (kJ/mol) = 0.00
- net charge = 0
- LUMO level (eV) = -0.001
- energy (hartree) = -829.13757

Among the records above, which one has the lowest net charge? C79H65BaFN6OPSSi